Arrangement one

This record from the Open Molecules 2025 dataset describes a 13-piece molecular cluster, C40H113N7O13 overall. The level of theory is ωB97M-V with the def2-TZVPD basis set.

The geometry in XYZ format:
```
173
Properties=species:S:1:pos:R:3:lowdin_charge:R:1
C 3.58910 5.80437 8.70013 -0.085
C 2.88110 4.43347 8.63191 -0.323
O 3.88496 3.49640 8.28625 -0.080
H 4.43154 5.95053 8.02409 0.071
H 4.09537 5.86554 9.66348 0.066
H 2.83418 6.58762 8.63163 0.068
H 2.06310 4.43930 7.91152 0.101
H 2.42451 4.22726 9.59994 0.105
H 3.53549 2.63564 8.52829 0.078
C 1.49430 -2.02699 -7.92599 -0.088
C 1.61886 -0.62103 -8.53198 -0.325
O 0.82570 -0.51189 -9.68829 -0.087
H 1.90912 -1.98432 -6.91892 0.066
H 1.97934 -2.77958 -8.54764 0.070
H 0.46984 -2.38160 -7.81277 0.067
H 2.64370 -0.32612 -8.75743 0.109
H 1.24584 0.14241 -7.84926 0.104
H -0.05165 -0.18940 -9.46954 0.082
C 3.72884 5.86776 2.74836 -0.088
C 4.26527 7.29380 2.79924 -0.310
O 5.52892 7.30157 2.08937 -0.090
H 2.81875 5.73881 3.33421 0.068
H 4.43707 5.12240 3.11026 0.076
H 3.43800 5.65208 1.72026 0.072
H 4.41463 7.58750 3.83825 0.097
H 3.60717 8.07487 2.41855 0.104
H 5.79296 8.22409 2.06003 0.071
C -2.08957 -4.53406 6.85456 -0.093
C -2.53161 -4.14815 8.24402 -0.321
O -1.75766 -3.06325 8.80308 -0.088
H -2.68571 -5.36533 6.47812 0.073
H -1.06860 -4.90414 6.94818 0.074
H -2.17754 -3.80654 6.04765 0.075
H -2.50302 -4.99653 8.92776 0.105
H -3.59103 -3.89413 8.20927 0.101
H -2.12761 -2.76244 9.63630 0.073
C 4.17173 -2.56974 12.18860 -0.085
C 4.08999 -2.97343 10.68421 -0.323
O 3.52613 -1.88246 10.04175 -0.092
H 4.45878 -3.44326 12.77397 0.063
H 3.18733 -2.23817 12.51890 0.063
H 4.81071 -1.71403 12.40669 0.070
H 3.48552 -3.86319 10.50805 0.110
H 5.09675 -3.02710 10.26991 0.108
H 2.57163 -1.98350 10.06017 0.084
C 9.82177 -1.06333 5.12944 -0.090
C 8.46831 -0.75177 5.78286 -0.326
O 7.97166 0.52206 5.36907 -0.073
H 10.36283 -1.91883 5.53376 0.070
H 10.46448 -0.18311 5.14538 0.074
H 9.65910 -1.32010 4.08269 0.063
H 8.65398 -0.80607 6.85555 0.101
H 7.74118 -1.53742 5.57760 0.103
H 7.33929 0.77065 6.04723 0.078
C 6.86910 -1.99800 -3.25398 -0.073
C 6.13461 -2.20454 -1.91156 -0.394
C 7.11866 -2.70580 -0.79358 -0.208
O 7.42945 -4.07885 -0.99616 -0.193
C 8.40229 -4.52597 -0.07516 -0.121
N 5.75459 -0.84848 -1.49462 0.015
H 7.77406 -1.42189 -3.06099 0.075
H 6.22838 -1.46779 -3.95857 0.073
H 7.12450 -2.98202 -3.64715 0.072
H 5.27746 -2.83970 -2.13511 0.139
H 6.63232 -2.59342 0.17541 0.114
H 8.05565 -2.15182 -0.73662 0.120
H 8.07156 -4.27039 0.93152 0.080
H 9.37284 -4.06110 -0.24845 0.086
H 8.50053 -5.61142 -0.05999 0.086
H 5.15556 -0.95391 -0.68831 0.060
H 6.50914 -0.31346 -1.08900 0.069
C -3.46353 6.63543 -0.74238 -0.070
C -2.45257 7.30745 0.14826 -0.467
C -2.60235 6.89193 1.60053 -0.192
O -1.57449 7.31046 2.53199 -0.211
C -1.57849 8.69348 2.85931 -0.104
N -1.11953 6.96320 -0.29674 0.038
H -3.47525 7.15029 -1.70305 0.080
H -4.43706 6.88533 -0.32060 0.080
H -3.32398 5.57796 -0.96683 0.084
H -2.53512 8.37294 -0.06630 0.133
H -2.61532 5.80506 1.68209 0.128
H -3.56680 7.10955 2.05942 0.117
H -1.28197 9.27876 1.98890 0.081
H -0.87583 8.80226 3.68547 0.090
H -2.58649 9.02698 3.10591 0.083
H -0.45405 7.05003 0.45805 0.062
H -1.04586 5.96907 -0.45912 0.069
C -0.22342 -0.73486 -1.33054 -0.073
C -0.28755 0.59244 -0.53736 -0.438
C 0.00748 0.37021 0.92813 -0.197
O 1.18005 -0.41753 1.15114 -0.188
C 1.53869 -0.61095 2.51355 -0.117
N 0.65208 1.43005 -1.22190 0.027
H -0.99214 -1.39697 -0.93210 0.073
H 0.74841 -1.21648 -1.43868 0.080
H -0.54936 -0.46856 -2.33600 0.067
H -1.28746 1.01656 -0.62908 0.137
H -0.76191 -0.24338 1.39678 0.122
H 0.04732 1.32682 1.44909 0.124
H 2.44184 -1.21107 2.62434 0.085
H 0.80846 -1.02148 3.21092 0.079
H 1.76511 0.31223 3.04699 0.079
H 1.54924 0.99305 -1.06621 0.071
H 0.50043 1.44127 -2.22038 0.069
C -2.34081 4.86236 -8.87026 -0.060
C -3.20423 4.41651 -10.06343 -0.464
C -2.66558 4.86016 -11.43193 -0.191
O -2.69506 6.28996 -11.55329 -0.201
C -2.48164 6.78769 -12.88119 -0.101
N -3.20185 2.99935 -9.96237 0.023
H -2.80772 4.76743 -7.88991 0.076
H -2.17924 5.92720 -9.03802 0.067
H -1.32698 4.46675 -8.93156 0.081
H -4.19660 4.86468 -10.01368 0.136
H -3.33161 4.50860 -12.21991 0.116
H -1.67813 4.45203 -11.64754 0.128
H -1.61171 6.28836 -13.30778 0.081
H -2.38856 7.86974 -12.97388 0.086
H -3.30870 6.51018 -13.53469 0.077
H -3.91104 2.74268 -10.63414 0.071
H -3.61865 2.69253 -9.09505 0.076
C -7.55523 1.98425 -5.21181 -0.072
C -7.44665 0.64687 -4.46390 -0.421
C -6.08940 -0.12307 -4.66703 -0.180
O -6.04761 -0.61294 -5.99074 -0.199
C -6.50745 -1.92486 -6.20993 -0.112
N -7.63933 1.08474 -3.08523 0.010
H -6.95717 2.80178 -4.80922 0.075
H -8.56980 2.38264 -5.21767 0.073
H -7.15449 1.75097 -6.19826 0.068
H -8.24633 -0.04933 -4.71669 0.125
H -5.90533 -0.87855 -3.90318 0.121
H -5.30091 0.62695 -4.60504 0.125
H -5.80448 -2.70095 -5.90725 0.083
H -6.51095 -1.91995 -7.29990 0.091
H -7.50243 -2.16168 -5.83307 0.084
H -7.28083 0.37473 -2.46277 0.059
H -8.64051 1.11570 -2.95566 0.070
C -7.34489 -5.79244 1.71214 -0.039
C -8.35075 -4.69820 2.12486 -0.471
C -8.30157 -3.44843 1.30985 -0.173
O -7.06217 -2.72239 1.55107 -0.198
C -6.89706 -2.06286 2.77019 -0.126
N -9.70891 -5.17689 2.12696 0.026
H -7.54498 -6.71016 2.26517 0.073
H -6.33110 -5.46455 1.94195 0.075
H -7.29138 -6.02975 0.64964 0.078
H -8.15003 -4.44398 3.16563 0.119
H -9.13157 -2.74372 1.36059 0.122
H -8.30372 -3.73093 0.25710 0.128
H -5.95165 -1.52605 2.84856 0.089
H -6.91197 -2.74694 3.61868 0.073
H -7.73578 -1.37249 2.85979 0.086
H -9.80587 -5.83609 2.88601 0.072
H -10.34508 -4.43495 2.38171 0.068
C 2.48792 -6.77765 0.97514 -0.075
C 2.57780 -7.96683 0.06843 -0.473
C 2.25986 -7.65399 -1.39319 -0.191
O 0.93848 -7.08494 -1.50393 -0.191
C 0.63039 -6.80343 -2.86081 -0.115
N 3.90315 -8.48997 0.13965 0.029
H 3.09000 -5.96036 0.57811 0.083
H 2.73149 -6.92330 2.02755 0.080
H 1.47358 -6.38337 0.91387 0.075
H 1.88802 -8.72385 0.44157 0.143
H 2.32158 -8.55947 -1.99685 0.120
H 3.00417 -7.02528 -1.88190 0.123
H -0.37491 -6.40174 -2.98778 0.084
H 0.66987 -7.73996 -3.41710 0.084
H 1.30046 -6.04956 -3.27408 0.085
H 4.52856 -7.72108 -0.05464 0.070
H 4.03102 -8.62796 1.13197 0.069
```

Computed properties:
multiplicity	1
highest occupied orbital energy	-8.84	eV

Arrangement two

This record from the Open Molecules 2025 dataset describes a 13-piece molecular cluster, C40H113N7O13 overall. The level of theory is ωB97M-V with the def2-TZVPD basis set.

The geometry in XYZ format:
```
173
Properties=species:S:1:pos:R:3:lowdin_charge:R:1
C 0.46589 2.56853 4.05451 -0.064
C 0.36088 3.78764 3.15872 -0.302
O -0.96979 3.86175 2.73303 -0.104
H -0.18799 2.64236 4.92347 0.066
H 1.47051 2.34986 4.41649 0.077
H 0.06639 1.71092 3.51321 0.045
H 1.05164 3.62578 2.33122 0.087
H 0.64711 4.72699 3.63180 0.117
H -1.05819 4.60996 2.13807 0.037
C 3.49704 -1.23586 -3.27527 -0.055
C 4.33318 -0.40184 -4.23732 -0.336
O 4.20122 -0.82887 -5.56255 -0.079
H 3.46439 -0.69742 -2.32811 0.042
H 3.89638 -2.23790 -3.11865 0.076
H 2.43390 -1.29727 -3.50777 0.056
H 5.38103 -0.34211 -3.94314 0.101
H 4.08952 0.65411 -4.35435 0.103
H 4.80993 -0.33607 -6.11772 0.081
C 5.35390 -4.83141 0.60166 -0.070
C 4.66418 -3.42278 0.56104 -0.258
O 3.76075 -3.25819 1.66139 -0.133
H 4.63765 -5.62549 0.39064 0.051
H 5.78740 -5.02681 1.58246 0.072
H 6.17566 -4.82956 -0.11446 0.069
H 4.09612 -3.36751 -0.36759 0.094
H 5.38214 -2.60300 0.58541 0.096
H 3.41523 -4.12580 1.88381 0.006
C 5.23857 -0.35813 3.17058 -0.093
C 3.87159 -0.00070 2.67621 -0.300
O 3.01208 -1.03663 3.16303 -0.105
H 5.97627 0.44410 3.18886 0.061
H 5.76939 -1.01731 2.48368 0.058
H 5.19828 -0.79565 4.16809 0.084
H 3.95154 0.02570 1.58946 0.091
H 3.48719 0.94004 3.07033 0.108
H 3.38217 -1.84280 2.79599 0.019
C 1.39628 -0.96378 0.12174 -0.034
C 0.42621 0.13496 0.65251 -0.294
O 0.24184 1.12121 -0.27918 -0.129
H 2.38229 -0.56284 -0.11310 0.052
H 1.02582 -1.53901 -0.72678 0.054
H 1.58670 -1.67631 0.92432 0.051
H 0.68308 0.69527 1.55150 0.103
H -0.53140 -0.33310 0.88058 0.090
H -0.60440 1.54788 -0.12610 0.015
C 0.72497 2.38529 -4.96689 -0.064
C 0.35250 2.18324 -3.45688 -0.323
O 1.46999 2.04566 -2.63272 -0.087
H 1.29790 1.52122 -5.30341 0.061
H 1.29522 3.28389 -5.20235 0.066
H -0.15641 2.44080 -5.60580 0.067
H -0.28886 1.30761 -3.35682 0.088
H -0.20139 3.07399 -3.16044 0.086
H 1.16730 1.69766 -1.79078 0.022
C -2.70014 0.17144 3.33384 -0.060
C -3.69857 1.18870 3.81297 -0.376
C -3.54226 1.64536 5.32694 -0.173
O -4.71933 2.35436 5.75091 -0.196
C -4.69177 2.89212 7.06141 -0.114
N -3.49355 2.43740 3.06127 0.040
H -2.71586 -0.73073 3.94536 0.087
H -1.67866 0.54648 3.39730 0.061
H -2.84183 -0.11781 2.29253 0.052
H -4.66236 0.76319 3.53346 0.134
H -2.56649 2.05818 5.58298 0.114
H -3.48826 0.77695 5.98346 0.109
H -5.67509 3.22252 7.39612 0.085
H -3.93554 3.67425 7.12857 0.087
H -4.49596 2.12511 7.81071 0.079
H -2.50578 2.64815 3.06191 0.027
H -3.99646 3.20654 3.48029 0.070
C -1.26643 -2.11921 -2.81147 -0.057
C -0.49520 -2.53137 -4.06070 -0.423
C -1.08913 -3.60022 -4.98809 -0.184
O -1.10102 -4.81688 -4.25299 -0.209
C -1.47572 -5.93613 -5.00595 -0.112
N -0.08961 -1.35051 -4.77141 0.054
H -1.46871 -3.01748 -2.22814 0.035
H -2.28177 -1.78055 -3.01761 0.080
H -0.77264 -1.46268 -2.09505 0.063
H 0.37392 -3.04454 -3.64914 0.128
H -0.58968 -3.70302 -5.95145 0.123
H -2.03725 -3.25507 -5.40044 0.122
H -0.74162 -6.11795 -5.79088 0.087
H -2.46396 -5.81631 -5.44994 0.086
H -1.45639 -6.79728 -4.33802 0.093
H 0.13600 -0.62614 -4.10473 0.036
H -0.96040 -0.92399 -5.05411 0.074
C 7.16955 0.89551 0.41026 -0.052
C 6.59932 1.67213 -0.82704 -0.412
C 5.05029 1.83999 -0.83875 -0.179
O 4.56007 2.43692 0.38680 -0.192
C 3.24217 2.94781 0.23545 -0.099
N 7.23249 2.96240 -0.83693 0.033
H 8.25893 0.91784 0.43976 0.070
H 6.92140 -0.16498 0.36682 0.059
H 6.85389 1.35500 1.34691 0.059
H 6.82509 1.10308 -1.72888 0.128
H 4.56426 0.88014 -1.01359 0.099
H 4.79459 2.39329 -1.74239 0.117
H 2.94705 3.32702 1.21381 0.078
H 2.61781 2.07801 0.03114 0.067
H 3.08526 3.69694 -0.54063 0.088
H 6.91817 3.29436 -1.73754 0.066
H 6.81097 3.58336 -0.16105 0.074
C -3.68441 6.29463 1.31234 -0.039
C -2.33112 7.01184 1.27991 -0.442
C -1.36240 6.49398 0.21031 -0.189
O -0.82169 5.24022 0.48403 -0.234
C 0.05231 4.73232 -0.54988 -0.047
N -2.54473 8.43754 1.18691 0.037
H -3.52549 5.22362 1.43798 0.070
H -4.22087 6.42422 0.37238 0.059
H -4.27345 6.71955 2.12509 0.082
H -1.91632 6.84761 2.27442 0.131
H -0.54586 7.21414 0.15785 0.125
H -1.82230 6.42936 -0.77580 0.134
H -0.36252 4.73865 -1.55785 0.091
H 0.55385 3.79031 -0.32813 0.070
H 0.92818 5.38068 -0.52597 0.092
H -3.26758 8.69963 1.84181 0.071
H -1.67100 8.82216 1.51669 0.073
C 0.70668 -4.60543 2.72823 -0.043
C 1.46178 -5.71436 2.00979 -0.364
C 1.53989 -5.62973 0.45888 -0.204
O 0.25278 -5.77307 -0.01357 -0.170
C -0.08815 -4.98083 -1.11382 -0.100
N 2.82300 -5.75461 2.62512 0.023
H 1.08849 -3.58788 2.64514 0.076
H 0.78427 -4.78856 3.79992 0.074
H -0.37231 -4.71666 2.62092 0.076
H 0.99878 -6.66813 2.26288 0.132
H 2.11414 -6.42001 -0.02463 0.130
H 1.92978 -4.63098 0.26242 0.112
H 0.54238 -5.22832 -1.96780 0.092
H 0.07201 -3.91798 -0.93271 0.072
H -1.14310 -5.12042 -1.34977 0.080
H 2.84655 -5.65428 3.62985 0.084
H 3.33421 -6.61679 2.50104 0.084
C -4.07456 -4.65397 -2.66500 -0.046
C -4.52949 -4.99929 -1.22703 -0.405
C -4.32104 -3.83837 -0.22875 -0.199
O -2.92042 -3.69009 -0.07262 -0.195
C -2.59087 -2.83082 1.00756 -0.099
N -5.91076 -5.50557 -1.20624 0.032
H -4.18302 -5.54410 -3.28469 0.076
H -3.04877 -4.28986 -2.72205 0.039
H -4.64618 -3.87323 -3.16679 0.079
H -3.91302 -5.82987 -0.88326 0.135
H -4.81395 -3.97311 0.73405 0.118
H -4.79116 -2.97233 -0.69465 0.121
H -1.53104 -2.58203 1.06197 0.078
H -2.84603 -3.29253 1.96140 0.091
H -3.07591 -1.85884 0.91756 0.053
H -6.19948 -5.56181 -0.24002 0.059
H -6.59659 -4.85460 -1.56115 0.064
C -3.26591 0.35403 -1.05374 -0.045
C -3.11369 1.89691 -1.13619 -0.366
C -4.41690 2.66922 -1.13467 -0.213
O -4.21732 3.90944 -1.75535 -0.188
C -5.30168 4.83638 -1.55272 -0.093
N -2.24620 2.23760 0.02164 0.077
H -3.84020 0.01406 -1.91555 0.075
H -3.86036 0.06623 -0.18662 0.073
H -2.29526 -0.13252 -1.14978 0.054
H -2.56942 2.10413 -2.05757 0.132
H -4.67725 2.84437 -0.09080 0.123
H -5.16173 2.13008 -1.72003 0.130
H -5.54347 4.82219 -0.48998 0.072
H -6.17317 4.58176 -2.15585 0.086
H -5.04206 5.86965 -1.78305 0.083
H -2.14691 3.24130 0.07493 0.063
H -2.85657 2.03917 0.80149 0.045
```

Computed properties:
multiplicity	1
highest occupied orbital energy	-8.91	eV

The calculated energies rank the structures as follows, beginning with the most stable: arrangement two, arrangement one.

Arrangement one

This record from the Open Molecules 2025 dataset describes an isolated ion of composition C3H7N2O3 and charge +1. The level of theory is ωB97M-V with the def2-TZVPD basis set.

The geometry in XYZ format:
```
15
Properties=species:S:1:pos:R:3:lowdin_charge:R:1
C 1.23565 -0.55522 -0.20802 0.044
C -0.34155 1.22191 0.56767 0.009
C -0.27988 0.24294 -0.66624 -0.323
N 1.43694 -1.80784 0.03275 0.297
N 2.54289 0.27651 -0.11131 -0.313
O 2.47749 1.39299 -0.61543 0.148
O 3.48108 -0.21874 0.43441 0.150
O -1.32297 -0.53784 -0.76052 0.041
H -0.12591 0.74259 1.49684 0.088
H 0.36938 2.02405 0.42536 0.084
H -1.30168 1.61425 0.64735 0.076
H 0.04921 0.65413 -1.58797 0.136
H 0.90242 -2.68540 -0.05891 0.190
H 2.47642 -1.87530 0.20858 0.161
H -1.63320 -0.75324 -1.73498 0.212
```

Computed properties:
net charge	+1
SMILES	C[C@H](O)C(=[NH2+])[N+](=O)[O-]
multiplicity	1
highest occupied orbital energy	-15.76	eV

Arrangement two

This record from the Open Molecules 2025 dataset describes an isolated ion of composition C3H7N2O3 and charge +1. The level of theory is ωB97M-V with the def2-TZVPD basis set.

The geometry in XYZ format:
```
15
Properties=species:S:1:pos:R:3:lowdin_charge:R:1
C -0.61285 -0.93596 -0.89419 -0.027
C -0.53845 0.16236 1.48860 0.000
C 0.76062 0.91202 1.27909 -0.476
N -0.00516 -0.28272 -1.88532 0.048
N -0.76968 -0.83002 0.41030 0.101
O 1.14543 1.66386 2.30943 0.151
O 1.26245 0.97309 0.19515 0.125
O 0.07947 -0.90568 -3.13858 0.065
H -0.98676 -1.82183 -1.24034 0.141
H -0.54820 -0.33722 2.40602 0.130
H -1.36301 0.77636 1.44857 0.124
H -1.02687 -1.69474 0.89317 0.175
H 2.05043 2.03744 2.37490 0.167
H 0.60965 0.54284 -1.84447 0.172
H -0.05707 -0.25981 -3.80232 0.106
```

Computed properties:
net charge	+1
SMILES	O=C(O)C/[NH+]=C\NO
multiplicity	1
highest occupied orbital energy	-14.78	eV

The calculated energies rank the structures as follows, beginning with the most stable: arrangement two, arrangement one.